This record from the Open Molecules 2025 dataset describes a structure of composition C31H48O3P2Ru at a distorted geometry. The level of theory is ωB97M-V/def2-TZVPD.

## Properties
- E_tot (hartree) = -2212.7557
- 2S+1 = 6
- charge = +1
- ⟨S²⟩ = 8.795
- frontier orbital gap (alpha / beta) (eV) = 6.02 / 4.00
- relative energy (zero: lowest compared OMol25 entry of this formula, charge and spin) (kJ/mol) = 252.20
- HOMO energy (alpha / beta) (eV) = -8.51 / -9.92

XYZ file:
```
85
Properties=species:S:1:pos:R:3:lowdin_spin:R:1
Ru 0.927 1.204 -2.647 1.90
C 0.144 -1.494 -2.077 0.13
C 0.246 -0.754 -3.327 0.06
C 2.413 -1.236 -2.508 0.16
C 1.460 -1.699 -1.570 0.13
C 1.690 -0.610 -3.622 0.08
C -1.123 -1.885 -1.443 0.02
H -2.003 -1.691 -2.074 0.00
H -1.323 -1.405 -0.470 0.01
H -1.113 -2.960 -1.225 0.01
C 1.760 -2.218 -0.213 0.02
H 1.130 -1.809 0.587 0.00
H 2.814 -2.102 0.041 0.00
H 1.550 -3.285 -0.192 0.01
C 3.889 -1.249 -2.374 0.02
H 4.348 -1.413 -3.357 0.00
H 4.217 -2.068 -1.720 0.00
H 4.295 -0.295 -1.985 0.01
C 2.217 -0.324 -4.972 0.02
H 1.754 -0.989 -5.719 0.00
H 3.317 -0.366 -5.009 0.00
H 1.956 0.695 -5.270 0.01
C -0.760 -0.517 -4.401 0.03
H -0.449 -0.997 -5.343 0.00
H -0.843 0.559 -4.596 0.01
H -1.747 -0.828 -4.062 0.00
C -2.165 0.246 4.422 0.00
C -3.312 0.068 3.756 0.00
C -4.029 1.134 2.946 0.01
C -3.223 1.993 1.918 0.01
C -2.085 1.139 1.390 0.12
C -0.907 1.050 2.043 0.07
C -0.607 1.933 3.264 0.01
C -1.485 1.611 4.500 0.00
H -4.581 1.809 3.605 0.00
H -2.891 2.930 2.424 0.00
H -4.820 0.625 2.402 0.00
H -2.206 2.429 4.634 0.00
H -1.700 -0.556 5.029 0.00
H -3.865 -0.876 3.792 0.00
H -0.849 1.676 5.399 0.00
H 0.438 1.706 3.521 0.00
H -0.278 0.150 2.061 0.01
H -0.652 3.005 3.015 0.00
H -3.868 2.283 1.068 0.00
H -2.437 0.382 0.677 0.00
P -0.078 1.632 -0.522 0.47
P 2.320 2.696 -3.027 0.07
C 1.912 2.097 -0.370 0.22
C 2.126 3.304 -1.287 0.10
H 2.316 1.080 -0.646 0.01
H 2.275 2.373 0.594 0.02
H 1.314 4.055 -1.304 0.01
H 3.099 3.725 -1.078 0.02
C 4.112 2.469 -3.279 0.01
H 4.372 1.418 -3.487 0.00
H 4.690 2.783 -2.390 0.00
H 4.465 3.019 -4.173 0.00
C 1.932 4.137 -4.041 0.01
H 2.805 4.412 -4.654 0.00
H 1.648 4.980 -3.391 0.00
H 1.078 3.904 -4.690 0.00
C -0.609 3.308 0.216 0.00
H -1.522 3.225 0.824 0.00
H -0.790 4.085 -0.528 0.00
H 0.228 3.622 0.859 0.00
C -1.425 1.695 -1.816 0.17
H -1.641 0.699 -2.206 0.00
H -0.990 2.330 -2.619 0.03
H -2.324 2.100 -1.398 0.01
O -0.050 -4.419 1.514 0.05
C -0.602 -4.587 2.737 0.09
C -0.469 -5.737 3.534 0.00
C -1.124 -5.769 4.755 0.08
C -1.889 -4.684 5.203 0.04
C -1.990 -3.512 4.420 0.02
C -1.333 -3.488 3.181 0.10
C -1.241 -2.314 2.244 0.01
O -2.236 -2.055 1.533 0.04
O -0.113 -1.736 2.319 0.54
H 0.341 -5.252 1.198 0.00
H 0.140 -6.569 3.168 0.00
H -1.038 -6.662 5.385 0.00
H -2.411 -4.722 6.153 0.00
H -2.543 -2.643 4.746 0.00
```

---

This record from the Open Molecules 2025 dataset describes a structure of composition C31H49AsCrI2N2O3S2. The level of theory is ωB97M-V/def2-TZVPD.

## Properties
- E_tot (hartree) = -6217.7724
- 2S+1 = 4
- charge = +1
- ⟨S²⟩ = 4.221
- frontier orbital gap (alpha / beta) (eV) = 5.71 / 5.86
- HOMO energy (alpha / beta) (eV) = -10.20 / -10.36

XYZ file:
```
91
Properties=species:S:1:pos:R:3:lowdin_spin:R:1
Cr 2.159 -0.609 0.389 2.90
C -3.683 1.150 -3.053 0.00
C -2.726 0.382 -3.965 -0.01
C -2.429 1.254 -5.196 0.00
C -3.411 -0.920 -4.404 0.00
C -1.414 0.049 -3.268 -0.05
C -1.163 0.379 -1.970 0.01
C 0.074 0.032 -1.382 -0.08
N 0.461 0.281 -0.109 -0.08
C -0.037 1.065 0.851 0.13
C -1.009 2.086 0.698 -0.03
C -1.412 2.809 1.775 0.10
C -0.856 2.488 3.069 0.03
C 0.116 1.568 3.292 0.03
C 0.609 0.853 2.146 0.10
O 1.581 0.035 2.217 0.15
C 0.736 1.324 4.666 0.00
C 0.061 2.174 5.744 0.00
C 0.567 -0.152 5.059 0.00
C 2.227 1.705 4.640 0.00
C -2.388 3.967 1.680 0.01
C -3.614 3.667 2.557 0.01
C -1.694 5.245 2.177 0.01
C -2.864 4.196 0.245 0.00
C 1.052 -0.740 -2.107 -0.10
O 2.130 -1.101 -1.500 -0.09
C 0.787 -1.077 -3.469 -0.02
C -0.404 -0.659 -3.994 -0.05
C 1.805 -1.888 -4.271 0.00
C 1.328 -2.137 -5.704 0.00
C 3.141 -1.131 -4.352 0.00
C 2.008 -3.258 -3.601 0.00
H -4.599 1.377 -3.599 0.00
H -3.250 2.099 -2.727 0.00
H -3.960 0.566 -2.173 0.00
H -3.360 1.514 -5.701 0.00
H -1.795 0.737 -5.917 0.00
H -1.929 2.178 -4.902 0.00
H -4.353 -0.696 -4.907 0.00
H -3.624 -1.553 -3.541 0.00
H -2.792 -1.489 -5.100 0.00
H -1.923 0.851 -1.371 0.00
H -1.348 2.336 -0.293 0.00
H -1.218 3.061 3.910 0.00
H -1.008 1.964 5.815 0.00
H 0.201 3.242 5.563 0.00
H 0.509 1.943 6.711 0.00
H -0.493 -0.410 5.126 0.00
H 1.018 -0.328 6.038 0.00
H 1.039 -0.815 4.335 0.00
H 2.350 2.743 4.326 0.00
H 2.790 1.077 3.951 0.00
H 2.653 1.594 5.639 0.00
H -3.345 3.526 3.605 0.00
H -4.126 2.766 2.211 0.00
H -4.316 4.500 2.505 0.00
H -1.406 5.172 3.226 0.00
H -2.371 6.095 2.078 0.00
H -0.795 5.449 1.592 0.00
H -3.382 3.319 -0.150 0.00
H -2.034 4.447 -0.419 0.00
H -3.566 5.030 0.226 0.00
H -0.618 -0.905 -5.024 0.00
H 1.180 -1.202 -6.249 0.00
H 0.399 -2.711 -5.730 0.00
H 2.087 -2.712 -6.235 0.00
H 3.014 -0.192 -4.895 0.00
H 3.872 -1.735 -4.893 0.00
H 3.539 -0.904 -3.364 0.00
H 1.060 -3.797 -3.544 0.00
H 2.408 -3.155 -2.593 0.00
H 2.701 -3.857 -4.195 0.00
I 4.470 -1.494 2.114 0.01
I 5.160 -2.098 -0.371 0.01
O 2.246 3.040 1.021 0.05
S 3.369 2.377 0.360 0.02
N 3.287 0.933 0.049 -0.04
C 2.976 -5.086 1.101 0.00
As 1.353 -4.302 1.787 0.00
C 1.591 -4.014 3.674 0.00
C 0.001 -5.654 1.610 0.00
S 0.647 -2.592 0.757 -0.01
H 2.913 -6.169 1.195 0.00
H 3.832 -4.724 1.665 0.00
H 3.076 -4.815 0.053 0.00
H 1.872 -4.951 4.153 0.00
H 0.652 -3.646 4.082 0.00
H 2.367 -3.269 3.836 0.00
H 0.263 -6.517 2.220 0.00
H -0.072 -5.942 0.564 0.00
H -0.949 -5.237 1.936 0.00
```

---

The highest ⟨S²⟩ belongs to which entry?
C31H48O3P2Ru